DFT (wB97M-V/def2-TZVPD) results for a 4-piece molecular cluster, C39H51F13IN4O6PS overall in a non-equilibrium geometry.

```
116
Properties=species:S:1:pos:R:3
C -3.068 -0.947 -1.906
C -2.341 -1.168 -3.110
C -1.278 -2.368 -3.138
C -0.397 -2.349 -1.780
N 0.513 -1.268 -1.631
C 1.300 -1.332 -0.428
C 2.375 -0.171 -0.247
C 2.507 0.962 -1.358
C 2.677 2.461 -0.814
C 2.329 3.613 -1.866
F 3.350 4.634 -1.851
F 2.465 3.011 -3.183
C 0.841 4.192 -1.808
F 0.846 5.357 -2.666
F -0.146 3.330 -2.397
C 0.380 4.731 -0.333
F 1.563 5.110 0.339
F -0.377 5.925 -0.627
C -0.607 3.754 0.446
F -1.902 3.927 -0.155
F -0.326 2.354 0.265
S -0.816 4.021 2.285
F -0.523 5.655 2.238
F 0.756 3.612 2.662
F -1.204 2.377 2.465
F -2.472 4.367 2.027
F -1.107 4.180 3.924
C 3.289 -0.249 1.031
C 4.461 0.829 1.326
P 5.881 0.770 0.087
O 6.280 2.207 -0.344
O 5.623 -0.259 -1.240
O 7.279 0.159 0.911
C 3.170 -1.409 2.110
N 4.016 -1.536 3.303
C 3.472 -0.785 4.473
C 4.558 -0.642 5.673
C 5.742 0.376 5.240
C 5.226 1.902 5.049
C 2.082 -2.474 1.860
I 1.880 -4.043 3.381
C 1.126 -2.488 0.587
N 0.206 -3.595 0.521
C -0.523 -3.463 -0.698
C -1.589 -4.640 -1.007
C -3.039 -4.466 -0.440
C -3.968 -5.672 -0.869
C -3.300 -6.766 -1.729
N -1.977 -6.883 -2.227
C -1.082 -5.814 -1.867
H -4.148 -0.592 -1.986
H -2.647 -1.106 -0.854
H -2.428 -0.518 -4.051
H -0.526 -2.132 -3.987
H -1.714 -3.393 -3.380
H 3.446 0.717 -1.983
H 1.604 0.955 -2.061
H 2.159 2.658 0.205
H 3.808 2.591 -0.579
H 4.009 1.892 1.408
H 4.933 0.638 2.369
H 5.436 -1.189 -0.951
H 7.088 -0.774 1.174
H 5.000 -1.314 3.103
H 2.603 -1.400 4.925
H 3.042 0.230 4.147
H 4.079 -0.239 6.642
H 5.028 -1.688 5.830
H 6.592 0.335 6.002
H 6.198 0.039 4.230
H 4.263 1.961 4.426
H 4.976 2.336 6.078
H 6.010 2.541 4.496
H -3.389 -3.590 0.195
H -5.078 -5.712 -0.564
H -4.007 -7.630 -2.030
H 0.006 -5.875 -2.245
C -5.386 1.384 -7.075
C -5.925 1.524 -5.670
C -5.141 0.463 -4.924
O -3.868 0.350 -5.578
C -3.927 1.062 -6.823
H -5.524 2.275 -7.690
H -5.873 0.542 -7.578
H -5.680 2.516 -5.276
H -7.005 1.385 -5.598
H -5.635 -0.513 -4.983
H -4.991 0.714 -3.871
H -3.331 1.975 -6.714
H -3.488 0.452 -7.615
C -0.080 -9.781 -0.089
C 0.819 -9.911 1.119
C 2.033 -9.106 0.697
O 1.561 -8.076 -0.181
C 0.202 -8.362 -0.541
H -1.136 -9.957 0.128
H 0.233 -10.489 -0.863
H 0.344 -9.444 1.988
H 1.062 -10.944 1.377
H 2.745 -9.722 0.139
H 2.553 -8.655 1.546
H -0.442 -7.646 -0.020
H 0.070 -8.228 -1.616
C -3.808 7.390 2.054
C -3.494 8.868 2.005
C -4.768 9.480 2.554
O -5.318 8.531 3.477
C -4.627 7.284 3.325
H -2.925 6.754 2.063
H -4.420 7.112 1.190
H -2.654 9.092 2.671
H -3.242 9.231 1.006
H -5.505 9.642 1.760
H -4.591 10.429 3.064
H -3.983 7.148 4.201
H -5.348 6.464 3.293
```

Computed properties:
SMILES string: C=CCc1nc2c(CCC(F)(F)C(F)(F)C(F)(F)C(F)(F)S(F)(F)(F)(F)F)c(CP(=O)(O)O)c(NCCCC)c(I)c2nc1-c1cccnc1.C1CCOC1.C1CCOC1.C1CCOC1
LUMO: -1.857 eV
Total energy: -4522.08122 Ha
Orbital gap: 0.2442 hartree
Spin multiplicity: 1

***

DFT (wB97M-V/def2-TZVPD) results for C39H51IrN4O9S3Si as an isolated structure in a non-equilibrium geometry.

```
108
Properties=species:S:1:pos:R:3
Ir -0.920 -0.020 -0.532
S -3.164 -3.396 1.226
C -2.974 -2.241 2.473
C -2.260 -1.145 2.084
C -1.856 -1.248 0.731
C -2.263 -2.415 0.148
C -1.915 -2.652 -1.228
C -2.291 -3.739 -2.008
C -1.898 -3.788 -3.328
C -1.144 -2.744 -3.856
C -0.789 -1.699 -3.035
N -1.144 -1.661 -1.743
H -3.394 -2.436 3.447
H -2.034 -0.325 2.749
H -2.893 -4.523 -1.568
H -2.183 -4.626 -3.950
H -0.828 -2.740 -4.889
H -0.212 -0.859 -3.389
O -0.951 1.711 0.609
C -1.960 2.152 1.184
C -3.321 1.761 1.032
C -4.237 2.345 1.931
C -5.557 2.020 1.863
C -6.035 1.117 0.899
C -5.170 0.551 0.007
C -3.782 0.844 0.037
O -3.025 0.311 -0.860
N -6.497 2.626 2.812
O -7.662 2.299 2.724
O -6.048 3.415 3.619
H -1.771 2.958 1.903
H -3.899 3.048 2.682
H -7.090 0.884 0.882
H -5.515 -0.150 -0.742
O -1.251 1.233 -2.391
S -2.458 1.405 -3.310
C -1.699 2.218 -4.756
C -2.373 3.576 -4.920
C -2.613 4.086 -3.503
C -3.282 2.930 -2.768
H -1.780 1.561 -5.620
H -0.651 2.322 -4.466
H -3.324 3.471 -5.446
H -1.744 4.244 -5.507
H -3.240 4.977 -3.483
H -1.661 4.329 -3.026
H -4.337 2.828 -3.030
H -3.189 2.950 -1.684
N 2.070 -1.579 -2.022
C 2.041 -0.274 -2.382
N 1.219 0.594 -1.876
C 1.501 1.872 -2.368
C 0.938 3.065 -1.923
C 1.328 4.252 -2.515
C 2.271 4.274 -3.546
C 2.864 3.101 -3.976
C 2.477 1.914 -3.367
S 3.116 0.313 -3.630
H 1.733 -1.760 -1.086
H 2.870 -2.125 -2.295
H 0.219 3.051 -1.117
H 0.906 5.185 -2.164
H 2.562 5.215 -3.992
H 3.621 3.111 -4.749
C 3.266 -4.019 1.019
C 1.805 -3.914 1.441
C 0.886 -4.239 0.269
C 1.528 -4.860 2.603
O 1.524 -2.608 1.936
Si 1.768 -1.050 1.540
O 0.591 -0.417 0.624
O 3.157 -0.938 0.699
C 4.305 -0.076 0.707
C 5.276 -0.680 -0.299
C 3.889 1.328 0.282
C 4.943 -0.045 2.090
O 1.948 -0.222 2.919
C 1.249 0.025 4.137
C 0.199 1.100 3.878
C 2.286 0.528 5.132
C 0.614 -1.262 4.645
H 3.499 -5.046 0.737
H 3.916 -3.726 1.845
H 3.487 -3.361 0.177
H 1.260 -5.098 -0.291
H 0.816 -3.387 -0.412
H -0.120 -4.465 0.622
H 1.676 -5.898 2.300
H 0.498 -4.737 2.943
H 2.197 -4.640 3.435
H 4.791 -0.786 -1.272
H 5.605 -1.665 0.034
H 6.151 -0.042 -0.420
H 3.524 1.332 -0.744
H 4.742 2.006 0.339
H 3.101 1.707 0.936
H 5.161 -1.059 2.430
H 4.283 0.426 2.814
H 5.878 0.514 2.046
H 0.681 2.052 3.651
H -0.449 1.231 4.747
H -0.400 0.816 3.013
H 2.782 1.418 4.742
H 3.040 -0.239 5.313
H 1.813 0.783 6.081
H -0.094 -1.664 3.919
H 0.093 -1.081 5.587
H 1.382 -2.018 4.809
```

Computed properties:
LUMO (spin up / spin down): -3.286 / -3.973 eV
Charge: +1
Total energy: -4001.22917 Ha
<S²>: 0.75
Orbital gap (spin up / spin down): 0.2764 / 0.2511 hartree
Energy relative to the best compared isomer or geometry (same formula, charge and spin): 0.00 kJ/mol
Spin multiplicity: 2

***

Question: Which of these has the highest total energy?
Answer: C39H51IrN4O9S3Si

***

Question: Look up the total energy of the first one.
Answer: -4522.08122 Ha

***

Question: Number 1 is which compound?
Answer: C39H51F13IN4O6PS

***

Question: Among the records above, which one has the lowest total energy?
Answer: C39H51F13IN4O6PS